Entry 1:
Computed, not measured: a cluster of 10 separate species, C27H79N11O10 in total at a distorted geometry, with ωB97M-V/def2-TZVPD.

Values from the calculation:
* relative energy (zero: lowest compared OMol25 entry of this formula, charge and spin): 15.2 kcal/mol
* SMILES: COC[C@H](C)N.COC[C@H](C)N.COC[C@H](C)N.COC[C@H](C)N.COC[C@H](C)N.NC(N)=O.NC(N)=O.NC(N)=O.CCO.CCO
* HOMO energy: -8.9 eV
* lowest unoccupied orbital energy: 0.369 eV
* Kohn-Sham gap: 0.3423 Eh
* net charge: 0

Each line ends with the Löwdin charge.
CARTESIAN COORDINATES (ANGSTROEM)
1 C -0.371 -0.642 -5.732  -0.11
2 O 0.079 0.274 -4.729  -0.22
3 C 1.299 -0.150 -4.121  -0.21
4 C 1.931 1.070 -3.412  -0.44
5 C 2.203 2.205 -4.417  -0.06
6 N 3.207 0.683 -2.829  0.06
7 H -1.417 -0.546 -5.872  0.07
8 H -0.209 -1.754 -5.549  0.10
9 H 0.136 -0.489 -6.713  0.09
10 H 1.157 -0.916 -3.286  0.12
11 H 1.979 -0.621 -4.913  0.15
12 H 1.102 1.447 -2.748  0.14
13 H 2.262 3.226 -3.996  0.08
14 H 1.383 2.275 -5.083  0.05
15 H 3.120 2.025 -4.928  0.07
16 H 3.036 0.028 -2.043  0.07
17 H 3.508 1.518 -2.414  0.04
18 C -4.951 0.876 4.427  -0.12
19 O -3.736 1.507 4.684  -0.18
20 C -2.633 0.671 4.960  -0.21
21 C -1.300 1.413 5.030  -0.43
22 C -0.346 0.490 5.649  -0.08
23 N -1.496 2.621 5.895  0.07
24 H -4.825 0.052 3.653  0.10
25 H -5.603 1.561 3.959  0.06
26 H -5.339 0.451 5.374  0.10
27 H -2.649 0.196 5.931  0.11
28 H -2.543 -0.183 4.273  0.13
29 H -1.010 1.721 4.010  0.11
30 H -0.856 0.040 6.518  0.09
31 H 0.495 0.940 6.110  0.06
32 H 0.038 -0.279 4.969  0.08
33 H -0.640 3.103 5.972  0.04
34 H -2.235 3.271 5.584  0.08
35 C -0.271 -5.727 -6.149  -0.09
36 O 0.879 -5.529 -5.330  -0.19
37 C 0.935 -6.258 -4.165  -0.24
38 C -0.140 -5.874 -3.229  -0.47
39 C -0.258 -4.412 -2.917  -0.04
40 N -0.053 -6.499 -1.919  0.05
41 H -1.207 -5.392 -5.657  0.09
42 H -0.276 -6.818 -6.399  0.10
43 H -0.053 -5.172 -7.117  0.11
44 H 0.937 -7.311 -4.361  0.12
45 H 1.939 -6.050 -3.692  0.15
46 H -1.059 -6.133 -3.700  0.12
47 H -0.401 -3.835 -3.814  0.07
48 H 0.572 -4.067 -2.348  0.05
49 H -1.116 -4.174 -2.328  0.07
50 H -0.992 -6.449 -1.543  0.08
51 H -0.011 -7.487 -2.082  0.07
52 C 2.223 -2.640 3.489  -0.09
53 O 2.979 -2.799 2.271  -0.20
54 C 2.321 -3.781 1.465  -0.23
55 C 3.110 -3.836 0.171  -0.40
56 C 2.995 -2.451 -0.515  -0.05
57 N 2.711 -4.924 -0.790  0.04
58 H 1.256 -2.347 3.224  0.03
59 H 2.680 -1.795 4.035  0.10
60 H 2.144 -3.574 4.058  0.10
61 H 2.491 -4.794 1.903  0.13
62 H 1.237 -3.617 1.273  0.14
63 H 4.146 -4.061 0.396  0.13
64 H 3.856 -1.835 -0.487  0.05
65 H 2.239 -1.879 0.025  0.03
66 H 2.491 -2.539 -1.569  0.10
67 H 1.774 -4.837 -1.154  0.01
68 H 2.785 -5.856 -0.364  0.07
69 C 2.466 3.517 4.207  -0.07
70 O 1.377 3.809 3.332  -0.20
71 C 1.138 5.164 3.147  -0.23
72 C 0.170 5.471 1.962  -0.38
73 C -1.235 4.791 2.083  -0.03
74 N 0.768 4.980 0.734  0.02
75 H 3.279 3.270 3.560  0.05
76 H 2.250 2.582 4.754  0.09
77 H 2.757 4.238 4.987  0.10
78 H 0.831 5.724 4.065  0.13
79 H 2.100 5.576 2.903  0.11
80 H 0.122 6.541 2.031  0.12
81 H -1.836 4.925 1.125  0.09
82 H -1.837 5.267 2.843  0.07
83 H -1.037 3.741 2.226  0.05
84 H 1.748 5.364 0.698  0.11
85 H 0.976 3.970 0.858  0.07
86 N -3.321 -2.081 -1.090  0.14
87 C -2.608 -1.765 -2.248  -0.63
88 N -1.518 -0.875 -2.210  0.20
89 O -2.977 -2.323 -3.285  -0.01
90 H -4.163 -2.629 -1.171  0.10
91 H -3.262 -1.330 -0.370  0.07
92 H -1.318 -0.600 -3.110  0.03
93 H -1.152 -0.413 -1.378  0.07
94 N -2.191 3.369 -2.978  0.17
95 C -1.446 3.536 -1.861  -0.67
96 N -0.735 4.636 -1.712  0.18
97 O -1.440 2.663 -0.961  -0.04
98 H -1.741 3.708 -3.805  0.10
99 H -2.866 2.576 -2.952  0.13
100 H -0.734 5.411 -2.383  0.12
101 H -0.116 4.793 -0.910  0.05
102 N 3.715 2.939 0.915  0.14
103 C 4.141 1.764 1.579  -0.68
104 N 3.269 0.742 1.432  0.20
105 O 5.132 1.721 2.262  0.04
106 H 4.414 3.678 0.688  0.13
107 H 3.147 2.648 0.174  0.04
108 H 2.451 0.828 0.852  0.05
109 H 3.534 -0.108 1.892  0.10
110 C -5.209 0.765 -0.443  -0.07
111 C -4.259 1.531 0.506  -0.31
112 O -3.258 0.612 0.902  -0.12
113 H -5.681 0.043 0.221  0.07
114 H -4.550 0.253 -1.201  0.07
115 H -5.933 1.422 -0.968  0.08
116 H -4.820 1.926 1.344  0.09
117 H -3.717 2.429 0.045  0.12
118 H -2.384 1.023 0.702  0.05
119 C -0.110 -0.437 1.347  -0.04
120 C 0.042 1.089 1.555  -0.26
121 O 0.735 1.693 0.407  -0.15
122 H 0.856 -1.001 1.462  0.06
123 H -0.596 -0.624 0.349  0.06
124 H -0.736 -0.875 2.107  0.07
125 H 0.605 1.352 2.430  0.09
126 H -0.917 1.591 1.641  0.08
127 H 0.042 2.062 -0.189  0.03

Cartesian forces (eV/Å) of the 3 atoms listed first:
1.2768 -1.3529 -0.6596
-0.0053 -1.2796 0.0589
0.9484 -0.4700 0.1783


Entry 2:
Computed, not measured: a cluster of 13 separate species, C27H85N19O13 in total at a distorted geometry, with ωB97M-V/def2-TZVPD.

Values from the calculation:
* relative energy (zero: lowest compared OMol25 entry of this formula, charge and spin): 0.0 kcal/mol
* HOMO energy: -9.1 eV
* lowest unoccupied orbital energy: -0.125 eV
* Kohn-Sham gap: 0.3284 Eh
* net charge: 0

Each line ends with the Löwdin charge.
CARTESIAN COORDINATES (ANGSTROEM)
1 C 2.355 0.914 3.614  -0.62
2 O 1.934 1.132 2.478  0.01
3 N 3.265 1.696 4.276  0.16
4 N 2.009 -0.211 4.336  0.16
5 H 3.693 1.381 5.120  0.09
6 H 3.317 2.634 3.916  0.08
7 H 2.764 -0.423 4.964  0.09
8 H 1.468 -0.959 3.910  0.05
9 C 0.341 -0.756 -0.534  -0.67
10 O -0.069 -1.799 -1.091  -0.05
11 N -0.517 0.132 0.010  0.20
12 N 1.612 -0.324 -0.429  0.20
13 H -0.168 0.994 0.422  0.04
14 H -1.519 0.042 -0.083  0.06
15 H 1.826 0.495 0.120  0.07
16 H 2.292 -0.965 -0.811  0.10
17 C -1.459 -4.756 -2.863  -0.69
18 O -1.822 -5.538 -3.742  0.01
19 N -2.274 -4.164 -1.943  0.16
20 N -0.150 -4.391 -2.731  0.15
21 H -1.811 -3.406 -1.468  0.05
22 H -3.094 -4.617 -1.597  0.08
23 H 0.159 -3.612 -2.172  0.04
24 H 0.177 -4.660 -3.658  0.11
25 C -3.642 -2.559 1.531  -0.67
26 O -3.567 -3.384 2.441  0.01
27 N -4.008 -2.882 0.253  0.15
28 N -3.471 -1.238 1.776  0.19
29 H -4.507 -3.754 0.179  0.10
30 H -4.282 -2.187 -0.417  0.09
31 H -3.545 -0.537 1.056  0.06
32 H -3.099 -1.036 2.703  0.06
33 C 3.857 -3.567 -1.514  -0.69
34 O 3.705 -4.605 -0.863  0.01
35 N 4.920 -2.769 -1.249  0.16
36 N 3.074 -3.125 -2.524  0.17
37 H 5.446 -2.964 -0.416  0.11
38 H 5.018 -1.886 -1.717  0.04
39 H 2.345 -3.724 -2.862  0.08
40 H 3.146 -2.185 -2.896  0.04
41 C -0.877 -0.634 -4.386  -0.67
42 O -1.220 -0.538 -5.565  0.01
43 N 0.328 -1.108 -3.968  0.17
44 N -1.739 -0.307 -3.387  0.19
45 H 0.455 -1.422 -3.016  0.04
46 H 1.027 -1.290 -4.664  0.10
47 H -2.674 -0.091 -3.666  0.07
48 H -1.355 -0.096 -2.481  0.06
49 C 2.108 2.616 -2.079  -0.67
50 O 2.093 2.559 -0.844  0.00
51 N 2.609 3.714 -2.709  0.16
52 N 1.557 1.701 -2.906  0.17
53 H 2.751 4.534 -2.147  0.11
54 H 2.650 3.768 -3.708  0.10
55 H 1.193 0.834 -2.549  0.06
56 H 1.621 1.933 -3.878  0.11
57 C -0.382 -4.185 4.420  -0.04
58 C 0.593 -3.932 3.254  -0.40
59 C 0.390 -4.850 2.073  -0.24
60 O 0.689 -6.160 2.485  -0.19
61 C 0.402 -7.123 1.445  -0.06
62 N 0.450 -2.486 2.890  0.04
63 H 0.182 -3.965 5.330  0.07
64 H -0.632 -5.245 4.468  0.08
65 H -1.294 -3.588 4.426  0.06
66 H 1.610 -4.020 3.647  0.14
67 H 1.044 -4.512 1.257  0.12
68 H -0.623 -4.737 1.660  0.13
69 H 0.622 -8.092 1.883  0.08
70 H 1.106 -6.933 0.634  0.09
71 H -0.639 -6.995 1.151  0.09
72 H -0.520 -2.540 2.558  0.07
73 H 0.930 -2.396 1.992  0.07
74 C -4.892 0.485 6.996  -0.08
75 C -4.337 -0.050 5.700  -0.43
76 C -2.846 0.208 5.457  -0.20
77 O -2.630 0.061 4.054  -0.24
78 C -1.220 0.188 3.796  -0.10
79 N -4.576 -1.515 5.665  0.05
80 H -5.983 0.473 6.966  0.08
81 H -4.647 1.541 7.145  0.07
82 H -4.631 -0.041 7.916  0.08
83 H -4.871 0.395 4.857  0.14
84 H -2.195 -0.405 6.085  0.13
85 H -2.678 1.268 5.690  0.12
86 H -0.734 -0.626 4.328  0.07
87 H -0.849 1.168 4.124  0.08
88 H -1.055 0.318 2.726  0.07
89 H -4.156 -1.919 4.830  0.05
90 H -3.980 -1.826 6.431  0.07
91 C 5.990 -0.976 -4.352  -0.03
92 C 5.348 0.019 -3.359  -0.40
93 C 5.498 1.510 -3.683  -0.21
94 O 6.876 1.802 -3.644  -0.20
95 C 7.268 3.160 -3.772  -0.09
96 N 3.902 -0.307 -3.327  0.02
97 H 6.181 -1.955 -3.926  0.08
98 H 6.988 -0.569 -4.553  0.08
99 H 5.491 -0.846 -5.312  0.08
100 H 5.779 -0.133 -2.368  0.13
101 H 4.938 2.156 -3.001  0.11
102 H 5.109 1.622 -4.707  0.13
103 H 8.337 3.054 -3.584  0.09
104 H 6.715 3.825 -3.107  0.09
105 H 7.167 3.462 -4.821  0.09
106 H 3.405 -0.325 -4.212  0.08
107 H 3.412 0.446 -2.851  0.03
108 C -2.165 3.547 1.962  -0.05
109 C -0.724 4.010 1.653  -0.38
110 C 0.016 4.507 2.873  -0.18
111 O 1.353 4.747 2.428  -0.20
112 C 2.252 5.198 3.404  -0.13
113 N -0.089 2.818 1.056  0.04
114 H -2.811 4.369 2.301  0.08
115 H -2.173 2.799 2.757  0.06
116 H -2.788 3.122 1.174  0.06
117 H -0.768 4.804 0.905  0.14
118 H 0.101 3.811 3.716  0.13
119 H -0.411 5.439 3.260  0.13
120 H 3.240 5.014 2.981  0.09
121 H 2.250 4.685 4.374  0.08
122 H 2.137 6.262 3.634  0.09
123 H 0.636 3.187 0.434  0.05
124 H 0.516 2.355 1.741  0.04
125 C -4.564 1.433 -4.788  -0.04
126 C -4.805 2.863 -4.273  -0.42
127 C -3.526 3.505 -3.677  -0.19
128 O -3.117 2.847 -2.477  -0.23
129 C -1.796 3.172 -2.063  -0.10
130 N -5.243 3.724 -5.352  0.03
131 H -4.583 0.767 -3.924  0.06
132 H -3.553 1.293 -5.181  0.07
133 H -5.268 1.202 -5.584  0.08
134 H -5.517 2.844 -3.446  0.14
135 H -3.746 4.532 -3.351  0.12
136 H -2.690 3.584 -4.381  0.13
137 H -1.558 2.483 -1.252  0.06
138 H -1.648 4.197 -1.715  0.10
139 H -1.000 2.969 -2.788  0.08
140 H -4.577 3.673 -6.120  0.08
141 H -5.130 4.685 -5.037  0.07
142 O -3.447 0.940 -0.474  -0.06
143 H -3.227 1.739 -0.993  0.01
144 H -3.874 0.354 -1.108  0.05

Cartesian forces (eV/Å) of the 3 atoms listed first:
-0.2607 -1.6500 -0.3335
-0.0340 0.5768 0.7091
-0.6656 0.3607 -1.2133


Entry 3:
Computed, not measured: a cluster of 13 separate species, C27H86N12O13 in total at a distorted geometry, with ωB97M-V/def2-TZVPD.

Values from the calculation:
* HOMO energy: -8.1 eV
* lowest unoccupied orbital energy: 0.149 eV
* Kohn-Sham gap: 0.3031 Eh
* net charge: 0

Each line ends with the Löwdin charge.
CARTESIAN COORDINATES (ANGSTROEM)
1 C -0.950 6.951 -8.166  -0.04
2 C -1.569 8.165 -8.955  -0.37
3 C -1.927 7.945 -10.479  -0.21
4 O -0.781 7.721 -11.254  -0.22
5 C -1.123 7.423 -12.613  -0.09
6 N -2.786 8.661 -8.252  0.03
7 H -1.171 7.127 -7.113  0.04
8 H 0.118 6.805 -8.326  0.06
9 H -1.439 6.017 -8.442  0.07
10 H -0.900 9.023 -9.013  0.10
11 H -2.595 8.772 -10.721  0.11
12 H -2.650 7.174 -10.746  0.11
13 H -1.854 8.166 -12.931  0.08
14 H -1.586 6.436 -12.611  0.09
15 H -0.335 7.450 -13.366  0.09
16 H -2.384 8.970 -7.378  -0.01
17 H -2.830 9.575 -8.679  0.01
18 C -3.824 14.920 -8.373  -0.08
19 C -4.364 16.177 -8.965  -0.39
20 C -3.606 17.500 -8.477  -0.14
21 O -3.885 17.724 -7.058  -0.20
22 C -3.353 18.979 -6.669  -0.13
23 N -4.122 15.923 -10.346  0.03
24 H -4.115 14.758 -7.335  0.08
25 H -2.740 14.968 -8.275  0.07
26 H -4.102 13.947 -8.779  0.08
27 H -5.431 16.300 -8.776  0.15
28 H -4.030 18.342 -9.024  0.11
29 H -2.520 17.545 -8.545  0.11
30 H -3.704 19.752 -7.353  0.08
31 H -2.267 19.016 -6.588  0.08
32 H -3.707 19.202 -5.663  0.09
33 H -4.508 16.680 -10.892  0.08
34 H -3.150 16.060 -10.582  0.06
35 C -0.694 12.762 -1.947  -0.06
36 C -0.441 14.017 -2.773  -0.43
37 C -1.093 14.103 -4.176  -0.17
38 O -0.833 12.968 -4.988  -0.21
39 C -1.107 13.119 -6.303  -0.14
40 N -0.721 15.249 -2.001  0.04
41 H -0.164 11.891 -2.335  0.07
42 H -1.776 12.693 -2.056  0.08
43 H -0.624 12.912 -0.870  0.08
44 H 0.621 14.023 -3.022  0.12
45 H -0.998 15.087 -4.635  0.13
46 H -2.153 14.124 -3.923  0.13
47 H -0.914 14.166 -6.537  0.09
48 H -2.121 12.896 -6.634  0.10
49 H -0.490 12.484 -6.939  0.06
50 H -0.125 15.969 -2.385  0.07
51 H -0.413 15.062 -1.057  0.06
52 C -3.513 14.465 -15.597  -0.05
53 C -2.283 14.228 -14.692  -0.41
54 C -1.023 14.296 -15.580  -0.22
55 O -1.066 13.306 -16.556  -0.19
56 C -0.583 12.047 -16.306  -0.11
57 N -2.357 15.164 -13.578  0.05
58 H -4.414 14.491 -14.985  0.07
59 H -3.656 13.651 -16.308  0.08
60 H -3.483 15.401 -16.156  0.08
61 H -2.369 13.208 -14.317  0.14
62 H -0.102 14.331 -14.998  0.11
63 H -0.986 15.267 -16.074  0.12
64 H -0.185 11.854 -15.310  0.08
65 H 0.051 11.876 -17.176  0.10
66 H -1.497 11.457 -16.381  0.09
67 H -1.527 15.025 -13.020  0.01
68 H -2.198 16.063 -14.010  0.07
69 C 0.018 15.600 -9.884  -0.03
70 C -0.082 15.766 -11.455  -0.37
71 C 0.645 17.005 -12.095  -0.21
72 O 0.037 18.142 -11.650  -0.18
73 C -1.142 18.531 -12.383  -0.06
74 N 0.530 14.552 -12.043  0.06
75 H 1.046 15.878 -9.652  0.07
76 H -0.257 14.674 -9.378  0.06
77 H -0.487 16.435 -9.400  0.05
78 H -1.143 15.743 -11.702  0.07
79 H 0.598 16.912 -13.180  0.12
80 H 1.673 16.951 -11.736  0.12
81 H -1.603 19.430 -11.974  0.09
82 H -1.862 17.734 -12.569  0.06
83 H -0.722 18.853 -13.336  0.09
84 H 0.370 13.790 -11.400  0.04
85 H 1.529 14.611 -11.908  0.04
86 C 3.349 9.798 -9.630  -0.06
87 C 2.330 9.367 -10.663  -0.47
88 C 2.433 10.176 -11.962  -0.13
89 O 1.338 9.842 -12.921  -0.21
90 C 0.085 10.532 -12.591  -0.08
91 N 2.240 7.933 -10.793  0.07
92 H 3.110 10.782 -9.228  0.06
93 H 4.341 9.838 -10.081  0.08
94 H 3.582 9.066 -8.857  0.07
95 H 1.353 9.611 -10.246  0.10
96 H 3.315 9.805 -12.484  0.12
97 H 2.456 11.263 -11.882  0.11
98 H -0.231 10.161 -11.616  0.06
99 H -0.778 10.276 -13.205  0.08
100 H 0.330 11.592 -12.664  0.07
101 H 2.393 7.572 -9.862  0.06
102 H 1.245 7.846 -10.942  0.04
103 O 0.834 10.135 -7.440  -0.03
104 H 1.641 9.731 -7.123  0.05
105 H 0.177 9.906 -6.783  0.02
106 O -3.277 13.285 -11.267  -0.05
107 H -3.919 13.960 -11.049  0.00
108 H -2.770 13.660 -11.987  0.00
109 O -0.036 12.101 -9.320  -0.05
110 H 0.826 12.472 -9.511  0.02
111 H 0.131 11.442 -8.646  0.00
112 O -2.479 11.171 -9.514  -0.06
113 H -2.965 11.822 -10.019  0.00
114 H -1.570 11.469 -9.550  -0.02
115 C -1.772 9.394 -4.607  -0.71
116 O -1.667 9.325 -5.830  0.02
117 N -1.765 10.456 -3.869  0.18
118 N -1.935 8.373 -3.801  0.17
119 H -1.847 11.319 -4.388  0.10
120 H -1.744 10.346 -2.865  0.10
121 H -2.088 7.521 -4.320  0.13
122 H -2.077 8.449 -2.804  0.12
123 C 3.662 14.220 -9.920  -0.78
124 O 2.682 13.542 -9.896  0.04
125 N 4.125 15.119 -10.783  0.18
126 N 4.553 13.986 -9.030  0.19
127 H 3.693 15.326 -11.672  0.10
128 H 4.994 15.587 -10.567  0.11
129 H 5.468 14.401 -9.133  0.12
130 H 4.220 13.444 -8.245  0.08
131 C 3.104 12.520 -6.069  -0.77
132 O 4.309 12.719 -6.126  0.02
133 N 2.538 11.808 -5.168  0.18
134 N 2.218 13.135 -6.822  0.20
135 H 3.099 11.324 -4.483  0.13
136 H 1.545 11.857 -4.986  0.10
137 H 1.234 12.964 -6.672  0.06
138 H 2.456 13.898 -7.440  0.10

Cartesian forces (eV/Å) of the 3 atoms listed first:
-0.6589 0.7774 -0.7997
-0.4525 -1.0267 -0.9022
-0.8960 -0.5886 1.4648


DFT total energy list, top to bottom, in eV: -66144.8715; -84311.9629; -73888.8622